# 1
{"formula": "C10H12BrNSi", "method": "the ωB97M-V functional and the def2-TZVPD basis", "e_tot_ha": -3306.25744, "orbital_gap_ev": 7.2, "relative_energy_kcal_mol": 55.5, "multiplicity": 1, "lumo_ev": -0.541, "species": ["C", "C", "C", "C", "C", "C", "C", "C", "C", "C", "N", "Si", "Br", "H", "H", "H", "H", "H", "H", "H", "H", "H", "H", "H", "H"], "coordinates": [[1.350, -3.777, -0.720], [0.867, -2.760, -0.342], [0.067, -0.502, -1.246], [1.038, 0.292, -1.028], [0.456, -1.075, 1.187], [0.010, -1.631, -0.173], [1.753, 0.462, 0.205], [-0.878, -0.588, -2.414], [-0.301, -1.637, 2.386], [0.086, 3.351, 0.077], [1.228, -0.102, 1.373], [1.783, 2.427, -0.260], [3.703, -0.157, 0.144], [1.654, -4.666, -1.195], [-1.144, -1.867, 0.007], [-0.945, 0.369, -3.015], [-1.928, -0.691, -2.003], [-0.500, -1.484, -3.042], [0.127, -1.258, 3.238], [-0.140, -2.821, 2.346], [-1.380, -1.503, 2.348], [-0.428, 3.237, -0.826], [-0.519, 2.836, 0.858], [0.158, 4.346, 0.329], [2.539, 3.008, -1.281]]}

# 2
{"formula": "C10H12Cl2N3O6STl", "method": "the ωB97M-V functional and the def2-TZVPD basis", "e_tot_ha": -2495.04698, "orbital_gap_ev": 8.9, "relative_energy_kcal_mol": 9.3, "multiplicity": 1, "lumo_ev": -0.518, "species": ["Tl", "C", "N", "C", "C", "C", "O", "N", "C", "O", "H", "H", "H", "H", "H", "C", "S", "C", "O", "H", "H", "H", "H", "H", "H", "Cl", "C", "Cl", "C", "O", "O", "H", "O", "C", "N"], "coordinates": [[1.031, -0.047, -0.474], [1.540, -5.484, 1.650], [2.073, -4.278, 1.027], [3.352, -4.223, 0.552], [3.866, -3.126, -0.030], [2.993, -1.992, -0.163], [3.306, -0.899, -0.685], [1.718, -2.086, 0.296], [1.211, -3.181, 0.926], [0.082, -3.244, 1.390], [2.340, -6.218, 1.708], [0.715, -5.883, 1.064], [1.173, -5.260, 2.649], [3.932, -5.128, 0.683], [4.877, -3.085, -0.399], [-1.837, -1.372, 2.998], [-1.625, -0.757, 1.353], [-2.821, 0.556, 1.375], [-0.278, -0.021, 1.433], [-1.552, -0.578, 3.688], [-1.187, -2.239, 3.093], [-2.880, -1.659, 3.129], [-2.613, 1.217, 2.216], [-3.818, 0.123, 1.440], [-2.715, 1.087, 0.431], [-0.180, 2.878, -0.029], [1.597, 3.050, -0.066], [2.333, 1.968, 1.170], [2.115, 2.649, -1.455], [2.682, 3.507, -2.086], [1.875, 1.436, -1.816], [1.858, 4.071, 0.181], [-2.010, -1.430, -3.362], [-1.304, -1.000, -2.523], [-0.637, -0.560, -1.644]]}

# 3
{"formula": "C10H12ClN3O2S2", "method": "the ωB97M-V functional and the def2-TZVPD basis", "e_tot_ha": -1959.51236, "orbital_gap_ev": 9.4, "relative_energy_kcal_mol": 0.0, "multiplicity": 1, "lumo_ev": 0.158, "smiles": "Cc1cc2c(cc1Cl)SC(NCCN)=NS2(=O)=O", "species": ["C", "C", "C", "C", "C", "C", "C", "Cl", "S", "C", "N", "C", "C", "N", "N", "S", "O", "O", "H", "H", "H", "H", "H", "H", "H", "H", "H", "H", "H", "H"], "coordinates": [[-3.589, 3.515, -1.879], [-2.539, 2.819, -1.256], [-2.329, 1.464, -1.586], [-1.117, 0.739, -1.189], [-0.150, 1.427, -0.505], [-0.350, 2.804, -0.129], [-1.529, 3.451, -0.509], [-1.654, 5.141, -0.243], [1.273, 0.575, 0.158], [0.761, -1.070, 0.360], [1.105, -1.894, 1.387], [2.267, -1.760, 2.259], [3.322, -2.848, 1.994], [2.717, -4.134, 1.660], [-0.105, -1.729, -0.325], [-0.850, -0.982, -1.634], [0.126, -1.030, -2.786], [-2.098, -1.638, -1.942], [-4.511, 2.891, -1.850], [-3.373, 3.781, -2.885], [-3.830, 4.475, -1.249], [-3.061, 0.875, -2.158], [0.408, 3.360, 0.422], [1.053, -2.835, 1.033], [2.753, -0.775, 2.226], [1.943, -1.923, 3.369], [4.013, -2.882, 2.847], [3.946, -2.551, 1.135], [3.084, -4.622, 0.838], [2.313, -4.644, 2.437]]}

# 4
{"formula": "C10H12FN4", "method": "the ωB97M-V functional and the def2-TZVPD basis", "e_tot_ha": -706.88778, "charge": 1, "orbital_gap_ev": 8.9, "relative_energy_kcal_mol": 7.7, "multiplicity": 1, "lumo_ev": -3.923, "species": ["C", "C", "C", "C", "C", "C", "C", "C", "C", "C", "N", "N", "N", "N", "F", "H", "H", "H", "H", "H", "H", "H", "H", "H", "H", "H", "H"], "coordinates": [[3.387, 0.360, 0.191], [2.927, -0.105, 1.452], [2.536, 0.927, -0.744], [1.585, 0.213, 1.804], [0.993, 1.110, 0.851], [-2.308, -0.230, 1.507], [-2.407, 0.942, -0.577], [-2.951, 0.654, 0.682], [-0.967, -0.930, -0.177], [0.060, -1.875, -0.809], [1.378, 1.425, -0.345], [-1.426, -1.094, 1.038], [-1.386, 0.210, -0.986], [-2.534, 2.055, -1.259], [-0.259, 1.725, 1.112], [4.427, 0.146, -0.092], [3.612, -0.659, 1.987], [2.759, 1.018, -1.774], [-2.629, -0.476, 2.444], [-3.771, 1.275, 0.994], [1.172, -0.008, 2.834], [-0.332, -1.933, -1.870], [0.125, -2.858, -0.339], [0.953, -1.339, -0.711], [-0.790, 0.532, -1.737], [-3.017, 2.889, -0.825], [-2.044, 2.286, -2.214]]}